Entry 1:
A cluster of 2 separate species, C8H2ClF3O3 in total in a non-equilibrium geometry. Source: the OMol25 dataset; level of theory: ωB97M-V/def2-TZVPD.

The geometry in XYZ format:
```
17
Properties=species:S:1:pos:R:3:lowdin_spin:R:1
C -0.781 -0.186 -1.688 0.1003
C 0.395 -0.407 -0.890 0.3799
C -0.429 0.809 2.437 0.0076
C -1.267 0.161 1.858 0.0111
C 0.431 -1.723 -0.200 0.0675
C 2.081 -0.525 0.744 0.0711
C -1.323 1.006 -1.914 0.3037
C 1.302 0.367 -0.237 0.5039
O -0.320 -2.620 -0.256 0.1134
O 2.894 -0.136 1.520 0.1182
O 1.490 -1.734 0.682 0.0078
F 0.090 1.726 3.182 0.0017
F -1.836 -0.853 1.263 0.0040
F -0.935 2.154 -1.458 0.0927
Cl 1.776 1.957 -0.347 0.2008
H -1.335 -1.059 -2.255 0.0004
H -2.233 1.061 -2.441 0.0158
```

Results
Expectation value of S²: 2.023
Charge: 0
Spin multiplicity: 3
E, a.u.: -1291.28936

---

Entry 2:
A structure of composition C45H40As2BF2IrN3O2P in a non-equilibrium geometry. Source: the OMol25 dataset; level of theory: ωB97M-V/def2-TZVPD.

The geometry in XYZ format:
```
97
Properties=species:S:1:pos:R:3:lowdin_spin:R:1
Ir 1.012 0.462 -1.097 0.0189
N -5.308 -7.788 -1.744 0.0000
C -4.622 -6.868 -1.679 0.0000
C -3.769 -5.723 -1.586 0.0000
C -4.312 -4.473 -1.297 0.0000
C -3.486 -3.370 -1.199 0.0000
C -2.107 -3.489 -1.376 0.0000
C -1.574 -4.747 -1.664 0.0000
C -2.394 -5.853 -1.778 0.0000
C -1.225 -2.307 -1.239 -0.0004
C -0.227 -2.378 -0.247 0.0011
C 0.031 -3.466 0.634 -0.0035
C 1.077 -3.080 1.443 -0.0002
C 1.412 -1.771 1.059 -0.0045
N 0.637 -1.349 0.057 0.0074
C -1.449 -1.235 -2.122 0.0004
C -2.398 -1.261 -3.184 -0.0010
C -2.245 -0.089 -3.888 -0.0007
C -1.218 0.623 -3.254 -0.0033
N -0.737 -0.045 -2.201 -0.0050
H -5.380 -4.373 -1.151 0.0000
H -3.900 -2.397 -0.969 0.0000
H -0.510 -4.845 -1.832 0.0000
H -1.980 -6.823 -2.016 0.0000
H -0.498 -4.404 0.672 -0.0001
H 1.548 -3.660 2.221 0.0001
H 2.173 -1.131 1.474 -0.0002
H -3.061 -2.075 -3.426 0.0000
H -2.790 0.216 -4.768 -0.0001
H -0.818 1.580 -3.545 -0.0006
O 0.744 3.407 -0.329 0.1313
C -0.244 3.094 0.448 0.3040
O -0.584 1.733 0.517 0.0458
C -0.958 3.898 1.322 0.0543
C -0.870 5.293 1.532 0.1042
C -1.699 5.874 2.461 0.0007
C -2.630 5.125 3.200 0.1340
C -2.732 3.756 3.013 -0.0046
C -1.892 3.148 2.095 0.1233
P -1.818 1.455 1.564 0.0377
C -1.269 0.335 2.825 0.0094
C -0.344 0.851 3.739 0.0019
C 0.112 0.049 4.767 0.0002
C -0.366 -1.249 4.898 -0.0003
C -1.277 -1.760 3.985 0.0006
C -1.726 -0.976 2.937 0.0011
C -3.235 0.960 0.609 0.0096
C -4.263 0.195 1.164 0.0021
C -5.406 -0.043 0.422 0.0002
C -5.532 0.494 -0.853 0.0012
C -4.524 1.289 -1.383 -0.0001
C -3.373 1.531 -0.657 0.0019
H -0.158 5.873 0.960 0.0055
H -1.633 6.941 2.631 -0.0028
H -3.279 5.621 3.907 0.0076
H -3.448 3.166 3.571 -0.0032
H -0.002 1.876 3.644 0.0010
H 0.826 0.439 5.480 0.0000
H -0.018 -1.872 5.711 0.0000
H -1.634 -2.775 4.085 0.0001
H -2.408 -1.387 2.205 0.0000
H -4.175 -0.192 2.171 0.0000
H -6.204 -0.643 0.840 0.0000
H -6.427 0.304 -1.430 0.0001
H -4.638 1.720 -2.368 0.0000
H -2.587 2.150 -1.070 0.0009
C 3.888 0.618 2.164 0.0015
As 3.074 1.521 0.612 0.0026
C 3.210 3.355 1.284 0.0001
C 4.642 1.425 -0.556 0.0009
C 5.754 2.232 -0.344 -0.0001
C 6.882 2.106 -1.139 0.0003
C 6.920 1.153 -2.147 0.0002
C 5.811 0.355 -2.375 0.0013
C 4.672 0.497 -1.590 0.0056
As 3.095 -0.560 -1.983 0.0051
C 3.125 -0.834 -3.909 0.0074
C 3.636 -2.334 -1.376 -0.0089
H 4.733 1.197 2.531 0.0002
H 4.241 -0.375 1.885 0.0000
H 3.151 0.514 2.962 0.0000
H 4.125 3.491 1.857 -0.0002
H 2.356 3.565 1.927 0.0004
H 3.188 4.046 0.444 0.0004
H 5.746 2.980 0.440 0.0000
H 7.735 2.752 -0.975 0.0000
H 7.805 1.043 -2.759 0.0000
H 5.835 -0.380 -3.171 0.0002
H 3.975 -1.431 -4.236 0.0011
H 3.133 0.130 -4.414 0.0001
H 2.205 -1.358 -4.164 0.0000
H 4.552 -2.622 -1.889 -0.0011
H 2.846 -3.048 -1.607 0.0000
H 3.809 -2.337 -0.302 -0.0001
F 2.384 2.944 -1.914 0.0045
B 1.060 2.726 -1.580 0.0035
F 0.195 3.064 -2.588 -0.0011
```

Results
Expectation value of S²: 0.917
Charge: +1
Spin multiplicity: 2
E, a.u.: -7195.26241

---

Entry 3:
A structure of composition C45H38IrN11O3 in a non-equilibrium geometry. Source: the OMol25 dataset; level of theory: ωB97M-V/def2-TZVPD.

The geometry in XYZ format:
```
98
Properties=species:S:1:pos:R:3:lowdin_spin:R:1
Ir 0.280 -0.882 -1.138 1.1240
O -1.931 -4.097 4.315 0.0000
C -1.688 -4.842 3.144 0.0001
C -1.488 -3.873 1.985 0.0003
C -1.048 -4.372 0.807 0.0009
C -0.698 -3.495 -0.152 0.0110
N -0.735 -2.111 0.034 0.0142
C -1.342 -1.653 1.234 0.0017
C -1.720 -2.524 2.274 -0.0005
C -1.367 -0.169 1.268 0.0087
C -1.969 0.437 2.400 0.0039
C -2.082 1.844 2.320 -0.0016
C -2.850 2.618 3.360 -0.0002
O -2.871 1.905 4.599 0.0001
C -1.500 2.535 1.226 0.0049
C -0.963 1.794 0.167 0.0103
N -0.867 0.457 0.191 0.1205
H -1.490 -4.448 5.094 0.0000
H -2.503 -5.596 3.014 0.0000
H -0.746 -5.436 3.096 0.0001
H -0.802 -5.415 0.643 0.0001
H -0.351 -3.829 -1.120 0.0043
H -2.090 -2.193 3.246 0.0000
H -2.203 -0.189 3.255 0.0005
H -3.876 2.802 3.027 -0.0001
H -2.423 3.580 3.571 0.0000
H -3.554 2.191 5.185 0.0000
H -1.620 3.688 1.261 0.0010
H -0.455 2.185 -0.649 0.0008
C 3.039 3.711 -2.122 0.0000
N 2.361 2.438 -2.427 0.0011
C 2.172 1.415 -1.614 0.0020
N 1.287 0.601 -2.175 0.0179
C 1.005 1.156 -3.398 0.0104
N 1.690 2.255 -3.548 0.0012
C 2.287 4.570 -1.151 0.0001
C 2.040 5.885 -1.522 0.0000
C 1.470 6.803 -0.685 0.0000
C 1.070 6.320 0.581 0.0000
C 1.238 4.989 0.936 0.0000
C 1.893 4.128 0.088 0.0000
C 0.816 4.501 2.211 0.0000
N -0.076 4.904 3.003 0.0001
N -0.105 3.994 4.093 0.0000
C 0.805 3.114 3.815 0.0000
O 1.483 3.378 2.639 0.0000
C 1.103 1.784 4.399 0.0000
C 0.225 1.197 5.202 0.0000
C 0.432 -0.117 5.610 0.0000
C 1.456 -0.877 5.112 0.0000
C 2.435 -0.243 4.271 0.0001
C 3.358 -1.084 3.505 0.0006
N 2.933 -1.202 2.085 0.0031
C 1.877 -0.735 1.472 0.0098
N 1.806 -1.261 0.256 0.0381
C 2.810 -2.158 0.246 0.0130
N 3.472 -2.233 1.336 0.0009
C 2.202 1.096 3.933 0.0000
H 3.251 4.238 -3.053 0.0000
H 3.968 3.393 -1.660 0.0000
H 2.624 1.381 -0.622 0.0003
H 0.325 0.709 -4.092 0.0056
H 2.315 6.219 -2.495 0.0000
H 1.200 7.790 -1.073 0.0000
H 0.529 7.057 1.266 0.0000
H 2.133 3.117 0.381 0.0000
H -0.656 1.671 5.608 0.0000
H -0.304 -0.672 6.177 0.0000
H 1.579 -1.942 5.400 0.0000
H 3.432 -2.111 3.880 0.0001
H 4.353 -0.678 3.506 0.0001
H 1.227 0.052 1.889 0.0003
H 3.037 -2.775 -0.623 0.0044
H 2.909 1.578 3.286 0.0000
N -1.080 -0.820 -2.567 1.2623
C -1.193 -1.636 -3.726 0.4003
C -1.748 -1.078 -4.832 0.1422
C -1.997 -1.874 -5.992 0.1911
C -2.255 -1.288 -7.223 0.0102
C -2.292 0.094 -7.355 0.2490
C -2.076 0.967 -6.226 -0.0164
C -1.870 0.358 -4.966 0.1833
C -1.019 -3.114 -3.497 0.0625
C 0.244 -3.670 -3.595 0.0292
C 0.433 -5.067 -3.454 0.0053
C -0.608 -5.879 -3.071 0.0069
C -1.850 -5.254 -2.837 0.0084
C -2.095 -3.903 -3.079 0.0162
H -1.755 -2.923 -5.930 0.0080
H -2.287 -1.867 -8.148 -0.0040
H -2.409 0.453 -8.358 0.0133
H -2.071 2.085 -6.401 -0.0041
H -1.790 0.969 -4.085 0.0158
H 0.990 -2.987 -3.984 0.0052
H 1.430 -5.561 -3.757 0.0002
H -0.520 -6.932 -3.060 0.0003
H -2.707 -5.907 -2.582 0.0007
H -3.031 -3.433 -2.855 -0.0002
```

Results
Expectation value of S²: 6.056
Charge: +2
Spin multiplicity: 5
Energy above the lowest of the compared OMol25 structures with the same formula, charge and spin, kcal/mol: 0.0

---

Entry 4:
A cluster of 9 separate species, C29H64F2N2O13P in total in a non-equilibrium geometry. Source: the OMol25 dataset; level of theory: ωB97M-V/def2-TZVPD.

The geometry in XYZ format:
```
111
Properties=species:S:1:pos:R:3:lowdin_charge:R:1
C 2.572 -2.994 3.114 -0.1039
C 3.133 -3.863 1.951 -0.2173
C 2.645 -3.383 0.547 -0.1967
N 3.044 -1.973 0.358 0.0645
C 1.964 -1.072 -0.002 -0.4525
C 2.551 0.367 0.451 -0.0110
C 2.799 0.304 1.961 -0.4452
O 3.911 0.111 2.375 0.1083
F 1.802 0.419 2.887 0.0855
O 0.734 -1.243 0.592 -0.2064
P -0.585 -0.404 -0.189 0.6348
C -2.021 0.700 -0.843 -0.2929
C -2.079 2.095 -0.124 -0.2466
C -2.405 1.969 1.380 -0.2275
F -3.588 1.252 1.616 -0.0810
C -1.391 -1.955 -0.972 -0.1846
C -1.401 -3.233 -0.123 -0.1970
C -0.641 -4.347 -0.595 -0.0777
C -0.575 -5.575 0.080 -0.1145
C -1.304 -5.766 1.276 -0.1093
C -2.069 -4.691 1.755 -0.0607
C -2.128 -3.443 1.079 -0.2057
C -3.027 -2.354 1.670 -0.0546
O 0.398 -0.179 -1.644 -0.2102
C 1.649 -0.784 -1.542 -0.3733
C 1.814 -2.018 -2.486 -0.0637
C 3.266 -2.258 -2.997 -0.2214
O 3.481 -3.679 -3.079 -0.0831
O 2.535 0.247 -2.207 0.0158
C 1.984 0.686 -3.304 -0.3100
N 1.560 0.806 -4.382 0.1890
H 1.754 -2.346 2.747 0.0670
H 2.144 -3.641 3.903 0.0679
H 3.316 -2.350 3.598 0.0457
H 4.238 -3.905 1.984 0.0943
H 2.752 -4.896 2.101 0.0965
H 1.559 -3.567 0.526 0.1005
H 3.101 -4.023 -0.241 0.0990
H 3.785 -1.896 -0.333 0.1142
H 3.544 0.553 0.003 0.1299
H 1.902 1.197 0.134 0.1145
H -1.269 -0.558 1.070 0.0155
H -0.112 0.834 0.418 0.0216
H -1.926 0.877 -1.938 0.0787
H -3.013 0.240 -0.654 0.0617
H -1.122 2.621 -0.298 0.1019
H -2.904 2.691 -0.565 0.0832
H -1.589 1.393 1.866 0.0859
H -2.394 2.955 1.889 0.1112
H -0.816 -2.198 -1.889 0.0691
H -2.426 -1.781 -1.332 0.0890
H -0.085 -4.254 -1.535 0.0958
H 0.039 -6.385 -0.341 0.0943
H -1.270 -6.740 1.776 0.0885
H -2.657 -4.813 2.675 0.1035
H -3.512 -1.807 0.841 0.0756
H -3.826 -2.762 2.318 0.0609
H -2.469 -1.617 2.270 0.0684
H 1.107 -1.991 -3.335 0.1322
H 1.525 -2.909 -1.892 0.0963
H 3.397 -1.859 -4.020 0.1205
H 4.046 -1.772 -2.379 0.1133
H 3.766 -4.006 -2.218 0.0581
C 3.575 0.575 -7.880 -0.1808
O 2.560 1.373 -7.295 -0.1454
H 3.704 0.885 -8.916 0.0694
H 4.521 0.712 -7.346 0.0710
H 3.289 -0.481 -7.856 0.0725
H 2.460 1.084 -6.378 0.0091
C -1.678 5.620 -2.458 -0.1438
O -2.492 4.914 -1.529 -0.1415
H -1.109 4.899 -3.042 0.0803
H -2.309 6.210 -3.128 0.0687
H -0.985 6.277 -1.923 0.0743
H -2.986 5.570 -1.023 0.0563
C 4.240 4.054 3.125 -0.1577
O 3.639 3.578 1.930 -0.1205
H 4.402 5.126 3.030 0.0764
H 3.576 3.862 3.972 0.0641
H 5.199 3.555 3.285 0.0779
H 3.506 2.632 2.042 0.0356
C 0.586 4.924 4.673 -0.1666
O -0.249 3.811 4.968 -0.1245
H 0.055 5.834 4.944 0.0741
H 1.513 4.860 5.251 0.0661
H 0.816 4.945 3.604 0.0784
H 0.232 3.014 4.721 0.0706
C -7.079 -3.732 1.657 -0.1623
O -6.489 -3.312 2.881 -0.1318
H -6.372 -4.377 1.140 0.0783
H -7.999 -4.291 1.853 0.0698
H -7.301 -2.866 1.028 0.0765
H -7.123 -2.743 3.326 0.0709
C -5.783 5.237 -0.961 -0.1543
O -5.171 5.679 0.249 -0.1270
H -5.092 4.568 -1.470 0.0693
H -6.708 4.698 -0.741 0.0761
H -5.996 6.095 -1.605 0.0773
H -5.791 6.268 0.687 0.0702
C 5.293 -3.552 5.728 -0.1514
O 4.005 -2.957 5.656 -0.1404
H 5.412 -4.215 4.873 0.0769
H 6.068 -2.781 5.696 0.0760
H 5.391 -4.134 6.650 0.0711
H 3.913 -2.375 6.416 0.0813
C -3.063 3.975 -5.794 -0.1519
O -3.298 5.383 -5.766 -0.1414
H -3.304 3.562 -4.817 0.0781
H -3.699 3.510 -6.552 0.0721
H -2.013 3.780 -6.019 0.0798
H -3.077 5.724 -6.637 0.0667
```

Results
Charge: -1
E, a.u.: -2771.92311

---

| no. | molar mass (g/mol) |
| --- | --- |
| 1 | 238.5 |
| 2 | 1076.7 |
| 3 | 973.1 |
| 4 | 717.8 |